Run A
H22NeO11 | wB97M-V/def2-TZVPD

Positions of all 34 atoms, in Å:
Ne: -0.09842 -0.03416 -0.25693
O: 1.15246 -0.12545 3.76412
H: 0.53666 0.57542 3.55010
H: 0.61940 -0.92047 3.76768
O: -1.46838 -2.70844 0.19163
H: -1.33559 -3.60877 0.48828
H: -2.35674 -2.49120 0.47422
O: -1.04898 -1.77598 3.02865
H: -0.65359 -1.87760 2.16287
H: -1.66227 -1.04793 2.92844
O: -1.68339 -1.69511 -3.38741
H: -0.86645 -1.88982 -2.92812
H: -1.41897 -1.14470 -4.12454
O: 2.70828 -0.94989 -0.50523
H: 2.78549 -0.06837 -0.87019
H: 3.00375 -0.86121 0.40090
O: -2.90173 1.66511 1.75220
H: -3.19304 2.57669 1.77197
H: -2.02782 1.68393 2.14229
O: 1.20568 1.74589 -3.98275
H: 1.74491 2.13629 -4.67054
H: 1.81437 1.58822 -3.26104
O: -3.01468 0.56506 -2.44809
H: -2.27307 1.15208 -2.59527
H: -2.65613 -0.31249 -2.58067
O: 2.95260 0.51783 1.66593
H: 3.32242 1.37712 1.86862
H: 2.27549 0.38540 2.32942
O: 0.68103 3.67297 1.39501
H: 0.87004 4.56352 1.69071
H: 1.23091 3.55553 0.62037
O: 0.66852 -2.19845 -1.82468
H: -0.10147 -2.42089 -1.30137
H: 1.18864 -1.63000 -1.25672

The value obtained for the HOMO energy is -10.3745 eV. The value obtained for the LUMO energy is -0.18 eV. The calculation puts the orbital gap at 0.3746 Ha. The charge is 0.

***

Run B
H22NeO11 | wB97M-V/def2-TZVPD

Positions of all 34 atoms, in Å:
Ne: 0.02891 0.07677 -0.51198
O: 1.01948 -2.11113 -2.74258
H: 1.71109 -1.75053 -2.18770
H: 1.41541 -2.88198 -3.14911
O: 3.38433 -1.27032 -1.14276
H: 3.53117 -0.60839 -0.46709
H: 4.02976 -1.95187 -0.95532
O: -1.74155 -0.92715 1.89134
H: -0.78788 -0.95121 1.81279
H: -2.02043 -1.82355 1.70449
O: -2.08564 1.61238 2.76380
H: -2.05005 0.65599 2.78065
H: -1.33906 1.88971 3.29478
O: 0.76318 -1.64757 1.65629
H: 1.20233 -2.44810 1.36900
H: 0.93434 -1.60435 2.59707
O: 2.78664 0.61182 0.92932
H: 2.18190 1.35232 0.88255
H: 2.23601 -0.13278 1.17142
O: 1.08340 2.71168 0.60448
H: 1.93476 3.14804 0.57258
H: 0.88199 2.51138 -0.30960
O: -1.57758 -3.04220 -2.09732
H: -1.72360 -3.13346 -1.15574
H: -0.69165 -2.68701 -2.16947
O: 0.99513 2.43228 -2.03719
H: 0.47227 1.91950 -2.65355
H: 0.65731 3.32407 -2.11984
O: -3.93269 -0.21401 0.25077
H: -3.39816 -0.44496 1.01049
H: -3.62118 0.65360 -0.00702
O: -2.32011 1.98335 -0.71116
H: -1.36483 2.04173 -0.72754
H: -2.59507 2.70607 -0.14697

The value obtained for the HOMO energy is -9.9488 eV. The value obtained for the LUMO energy is -0.29 eV. The calculation puts the orbital gap at 0.3549 Ha. The charge is 0.

***

Stability check: which of them is least stable? run A.

***

Run A
C5H13N2O2 | wB97M-V/def2-TZVPD

Positions of all 22 atoms, in Å:
O: 1.00933 0.40498 -1.89468
C: 1.58712 -0.56557 -1.47181
C: 1.23954 -1.12015 -0.09742
C: -0.28025 -1.45233 -0.12471
C: -1.20607 -0.33043 -0.44064
C: -1.76084 0.47465 0.44347
N: -2.23266 1.86767 0.18144
N: 1.96582 -2.36191 0.06384
H: 2.35261 -1.13304 -2.02166
H: 1.39380 -0.30542 0.63340
H: -0.38797 -2.24719 -0.87394
H: -0.43243 -1.80146 0.90544
H: -1.44710 -0.25079 -1.49342
H: -1.61274 0.45300 1.50525
H: -1.89352 2.23950 -0.71375
H: -3.24936 1.94703 0.21160
H: -1.70098 2.48841 0.79348
H: 2.93373 -2.34604 -0.21333
H: 1.81043 -2.80395 0.95569
H: 1.16241 2.17214 0.64531
H: 0.34490 2.71714 1.80518
O: 0.40423 1.95377 1.20125

The value obtained for the HOMO energy is -12.6931 eV. The value obtained for the LUMO energy is -3.47 eV. The calculation puts the orbital gap at 0.3388 Ha. The charge is +1.

***

Run B
C5H13N2O2 | wB97M-V/def2-TZVPD

Positions of all 22 atoms, in Å:
O: -0.44875 -2.69031 -0.31510
C: -0.59798 -2.55470 0.88276
C: -0.32085 -1.29621 1.67144
C: -0.89396 0.06579 1.21107
C: -0.99361 0.37307 -0.30322
N: 0.82214 1.28812 -2.41627
C: 0.70739 0.04187 -2.04501
N: -0.04412 -0.38615 -1.08586
H: -0.91297 -3.43324 1.46364
H: -0.74583 -1.46844 2.64616
H: 0.74701 -1.29285 1.81335
H: -0.26944 0.83241 1.64338
H: -1.88872 0.15149 1.61573
H: -2.00954 0.06797 -0.56841
H: -0.84726 1.42018 -0.41493
H: 0.21830 2.00866 -2.05706
H: 1.36343 1.53670 -3.21902
H: 1.32883 -0.68812 -2.53738
H: 0.00970 -1.39033 -0.93332
H: 1.90852 2.02065 0.43525
H: 1.68839 2.94970 1.58314
O: 1.17931 2.44372 0.92967

The value obtained for the HOMO energy is -13.9621 eV. The value obtained for the LUMO energy is -2.91 eV. The calculation puts the orbital gap at 0.4060 Ha. The charge is +1.

***

Stability check: which of them is least stable? run A.

***

Run A
C12H4O8Tl | wB97M-V/def2-TZVPD

Positions of all 25 atoms, in Å:
Tl: 23.44708 25.96839 21.20534
C: 22.55641 30.39432 18.81736
C: 22.75878 29.01875 19.28502
C: 21.94472 27.93006 18.45680
O: 21.92848 26.77950 18.82676
C: 21.28892 28.33882 17.20800
C: 21.35669 29.59650 16.79011
C: 21.91347 30.68653 17.64909
O: 21.70765 31.96138 17.39019
O: 21.04898 29.65846 15.53062
O: 23.25214 28.66225 20.31424
H: 22.88516 31.14464 19.52116
H: 20.93219 27.47513 16.66654
C: 25.39130 24.02406 15.68168
C: 25.15074 24.28621 17.09038
C: 24.93378 25.82626 17.52858
O: 24.96569 26.15402 18.73729
C: 24.65320 26.73278 16.44867
C: 24.90465 26.37012 15.14573
C: 25.31397 24.98663 14.77220
O: 25.39159 24.52477 13.59773
O: 24.53542 27.27208 14.27858
O: 25.21879 23.39105 17.91664
H: 25.61706 22.98571 15.48863
H: 24.15950 27.67001 16.65908

The value obtained for the HOMO energy is -4.3750 eV. The value obtained for the LUMO energy is -1.59 eV. The calculation puts the orbital gap at 0.1024 Ha. The charge is -1.

***

Run B
C12H4O8Tl | wB97M-V/def2-TZVPD

Positions of all 25 atoms, in Å:
Tl: -1.33297 0.17123 -0.64269
C: -1.64806 2.54833 3.75745
C: -1.23063 1.96250 2.53550
C: -0.12341 2.67467 1.75795
O: 0.18070 2.22353 0.65015
C: 0.46603 3.86114 2.29307
C: 0.02328 4.42842 3.52706
C: -1.11396 3.77432 4.27716
O: -1.53670 4.25298 5.31081
O: 0.60832 5.38309 4.00149
O: -1.83123 1.04607 1.97242
H: -2.44226 2.03761 4.28655
H: 1.33003 4.18819 1.73172
C: 0.62306 -2.37786 -4.13759
C: 0.19454 -1.88797 -2.88650
C: 0.16493 -2.81404 -1.67796
O: -0.40844 -2.38413 -0.66418
C: 0.74464 -4.09378 -1.79841
C: 1.25278 -4.57539 -3.05341
C: 1.27904 -3.64334 -4.23757
O: 1.88206 -3.94251 -5.25211
O: 1.69163 -5.70854 -3.15452
O: -0.08975 -0.69049 -2.68848
H: 0.66870 -1.65268 -4.93793
H: 0.64768 -4.78137 -0.96997

The value obtained for the HOMO energy is -4.3269 eV. The value obtained for the LUMO energy is -2.62 eV. The calculation puts the orbital gap at 0.0627 Ha. The charge is -1.

***

Stability check: which of them is least stable? run A.

***

Run A
ClH2NP2 | wB97M-V/def2-TZVPD

Positions of all 6 atoms, in Å:
N: -0.27901 2.59104 0.86787
P: 0.78471 1.63884 1.37870
P: -0.19147 -0.20682 0.92890
Cl: 0.70258 4.83023 1.00250
H: 0.89569 -0.50836 0.27012
H: -0.96365 -0.23173 -0.21577

The value obtained for the HOMO energy (alpha / beta) is -10.1668 / -9.5185 eV. The value obtained for the LUMO energy (alpha / beta) is -2.02 / -2.39 eV. The calculation puts the orbital gap (alpha / beta) at 0.2994 / 0.2618 Ha. The charge is 0.

***

Run B
ClH2NP2 | wB97M-V/def2-TZVPD

Positions of all 6 atoms, in Å:
N: 0.00674 -1.66827 -0.96220
P: -0.58784 -0.52929 0.66116
P: 0.63011 1.09324 -0.04027
Cl: 1.20470 2.17242 1.60127
H: -0.54950 -2.60809 -0.79803
H: -0.70420 1.53999 -0.46193

The value obtained for the HOMO energy (alpha / beta) is -9.3410 / -9.3328 eV. The value obtained for the LUMO energy (alpha / beta) is -1.89 / -1.88 eV. The calculation puts the orbital gap (alpha / beta) at 0.2739 / 0.2737 Ha. The charge is 0. The structure (SMILES) is N=P#[PH]Cl.

***

Stability check: which of them is least stable? run A.

***

Run A
C4H5ClO2P | wB97M-V/def2-TZVPD

Positions of all 13 atoms, in Å:
C: 0.18469 1.89042 -0.44179
C: 1.04687 -1.72594 -0.25387
C: 0.10215 0.41177 -0.04065
C: 1.21148 -0.42249 0.06769
O: -2.46789 1.11114 0.44895
O: -2.00470 -1.31574 -0.31116
P: -1.61212 -0.09595 0.38309
Cl: 2.77083 0.29311 0.37157
H: -0.77990 2.35793 -0.14692
H: 1.01111 2.33025 -0.99077
H: 1.75697 -2.48966 -0.26803
H: 0.10962 -1.79351 -0.61113
H: -1.32911 -0.55133 1.79302

The value obtained for the HOMO energy is -4.6660 eV. The value obtained for the LUMO energy is 3.23 eV. The calculation puts the orbital gap at 0.2900 Ha. The charge is -1. The structure (SMILES) is C=C(Cl)C(=C)[P@@H](=O)[O-].

***

Run B
C4H5ClO2P | wB97M-V/def2-TZVPD

Positions of all 13 atoms, in Å:
C: -0.55151 -2.61239 -0.98433
C: 1.84150 -0.32730 0.76102
C: -0.26771 0.40967 -0.09944
C: 1.10949 0.23561 -0.19283
O: -2.98622 1.38015 -0.30840
O: -0.99007 0.55774 1.25746
P: -1.59146 1.52395 0.07067
Cl: 1.63244 0.71050 -1.76803
H: -0.30842 -2.08620 -0.01420
H: -1.05542 -1.71710 -1.46219
H: 2.95223 -0.34334 0.58179
H: 1.46158 -0.47528 1.70694
H: -1.24644 2.74399 0.45154

The value obtained for the HOMO energy (alpha / beta) is -2.6999 / -2.7105 eV. The value obtained for the LUMO energy (alpha / beta) is 2.87 / 2.91 eV. The calculation puts the orbital gap (alpha / beta) at 0.2045 / 0.2066 Ha. The charge is -1.

***

Stability check: which of them is least stable? run B.

***

Run A
C2H3NS3 | wB97M-V/def2-TZVPD

Positions of all 9 atoms, in Å:
C: 1.88536 0.23145 -0.00358
C: -2.06583 0.11561 0.00374
H: 2.07508 1.30213 0.00581
H: 0.24808 -1.05690 0.00872
H: -2.96152 0.75451 -0.00440
N: 0.56061 -0.08267 -0.00577
S: 3.08711 -0.87076 -0.00082
S: -0.65940 1.10446 -0.00187
S: -2.16949 -1.49784 -0.00182

The value obtained for the HOMO energy is -8.8550 eV. The value obtained for the LUMO energy is -0.76 eV. The calculation puts the orbital gap at 0.2975 Ha. The charge is 0. The structure (SMILES) is S=CNSC=S.

***

Run B
C2H3NS3 | wB97M-V/def2-TZVPD

Positions of all 9 atoms, in Å:
C: -0.46239 0.23648 -2.28259
C: 0.40445 0.18548 0.54278
N: -1.64884 0.01885 -2.09287
S: 0.90808 0.64496 -0.97277
S: -2.86000 -0.26627 -1.16206
S: 0.26655 1.31300 1.85495
H: 0.02566 0.33947 -3.23025
H: 0.10946 -0.83011 0.73810
H: 0.04137 0.40070 2.79756

The value obtained for the HOMO energy (alpha / beta) is -8.3059 / -7.5529 eV. The value obtained for the LUMO energy (alpha / beta) is -0.74 / -1.27 eV. The calculation puts the orbital gap (alpha / beta) at 0.2779 / 0.2310 Ha. The charge is 0.

***

Stability check: which of them is least stable? run B.